(1)
Below is a molecular structure, C35H48GeMnN3O2S2, with properties calculated with ωB97M-V/def2-TZVPD.

```
92
Properties=species:S:1:pos:R:3:forces:R:3:lowdin_charge:R:1
Mn -0.197 -0.206 -0.388 1.051 -0.153 0.022 0.646
O 0.588 1.950 -0.089 -0.413 0.116 -0.189 -0.119
C -0.513 2.863 -0.071 0.143 -0.061 -0.046 -0.147
C -1.690 2.227 -0.753 0.143 -0.128 0.045 -0.280
C -2.520 2.958 -1.578 -0.118 0.193 0.063 -0.004
C -3.590 2.326 -2.192 0.015 0.009 0.026 -0.026
C -3.814 0.988 -1.919 -0.138 -0.036 -0.060 -0.046
C -2.944 0.329 -1.071 -0.047 0.082 0.062 -0.116
N -1.875 0.916 -0.521 -0.998 0.659 -0.226 -0.014
H 1.319 2.322 0.417 0.019 -0.135 0.016 0.104
H -0.257 3.795 -0.570 0.067 0.060 -0.059 0.134
H -0.790 3.089 0.960 0.008 0.102 0.061 0.115
H -2.326 4.011 -1.743 0.025 -0.084 -0.028 0.127
H -4.240 2.871 -2.866 0.019 -0.017 0.049 0.121
H -4.653 0.460 -2.354 0.039 0.006 0.045 0.116
H -3.106 -0.707 -0.807 0.061 -0.120 -0.046 0.121
C 1.610 -2.430 -3.950 -0.012 -0.109 0.096 -0.212
Ge 1.243 -2.894 -2.069 0.117 0.083 0.055 0.799
C 2.592 -4.245 -1.603 -0.037 -0.049 -0.137 -0.201
C -0.503 -3.822 -1.893 0.115 0.064 -0.081 -0.223
C 1.436 -1.322 -0.863 -0.190 -0.504 0.462 -0.401
H 1.684 -3.355 -4.530 -0.006 0.054 0.035 0.024
H 2.570 -1.913 -4.011 -0.060 -0.010 0.008 0.027
H 0.853 -1.796 -4.402 -0.062 0.044 -0.016 -0.030
H 2.550 -5.051 -2.342 0.033 0.072 0.062 0.025
H 2.397 -4.669 -0.619 0.041 0.004 -0.038 0.012
H 3.601 -3.825 -1.606 -0.076 0.004 0.003 0.031
H -0.795 -4.248 -2.856 -0.040 0.016 0.061 0.017
H -1.305 -3.169 -1.540 -0.002 -0.018 -0.017 -0.006
H -0.400 -4.647 -1.184 -0.011 0.057 -0.010 0.018
H 2.130 -0.647 -1.367 0.096 0.108 -0.053 0.025
O -0.307 -0.200 1.773 0.307 -0.313 -0.177 -0.573
S -0.867 -0.042 3.164 -0.250 0.254 0.090 1.021
C -0.596 1.711 3.603 0.056 -0.184 0.106 -0.262
C 0.801 2.152 3.941 0.027 -0.064 -0.093 -0.282
C 1.036 2.885 5.099 -0.050 -0.039 0.018 -0.039
C 2.315 3.335 5.401 0.008 -0.013 -0.025 -0.065
C 3.373 3.043 4.552 0.023 0.042 0.043 -0.072
C 3.150 2.293 3.404 -0.008 -0.012 -0.030 -0.061
C 1.871 1.855 3.094 0.024 0.038 -0.044 -0.059
C 0.270 -0.814 4.344 -0.104 -0.234 -0.145 -0.250
C -0.107 -2.226 4.762 -0.090 -0.095 -0.124 -0.266
C -1.207 -2.928 4.275 0.145 0.107 -0.067 -0.063
C -1.434 -4.246 4.655 0.006 0.043 0.046 -0.075
C -0.568 -4.878 5.533 -0.008 -0.008 0.001 -0.082
C 0.512 -4.175 6.051 0.062 -0.025 -0.006 -0.073
C 0.739 -2.864 5.668 0.058 0.103 -0.007 -0.052
H -1.288 1.889 4.430 0.040 0.059 0.004 0.101
H -0.977 2.244 2.730 -0.135 -0.117 0.042 0.073
H 0.210 3.111 5.767 0.062 -0.001 -0.035 0.117
H 2.483 3.912 6.302 -0.001 -0.018 -0.029 0.110
H 4.369 3.400 4.784 -0.051 -0.046 0.001 0.110
H 3.976 2.045 2.748 -0.029 0.007 0.022 0.109
H 1.702 1.256 2.205 0.021 -0.073 0.084 0.089
H 0.304 -0.150 5.210 0.016 0.029 -0.008 0.110
H 1.252 -0.810 3.863 0.055 0.049 -0.022 0.104
H -1.893 -2.461 3.580 -0.018 0.020 -0.026 0.086
H -2.296 -4.777 4.269 0.053 0.031 -0.028 0.107
H -0.731 -5.911 5.813 -0.021 0.059 0.021 0.107
H 1.191 -4.654 6.747 -0.040 0.022 -0.025 0.109
H 1.591 -2.326 6.070 -0.010 -0.041 -0.034 0.121
C 3.322 -2.960 2.645 -0.012 -0.037 0.111 -0.100
C 2.118 -3.480 2.183 -0.078 0.057 0.073 -0.089
C 1.471 -2.889 1.113 0.003 0.246 -0.065 -0.104
C 2.034 -1.805 0.417 0.223 -0.194 -0.042 -0.372
C 3.229 -1.278 0.921 -0.050 0.025 0.017 -0.062
C 3.857 -1.840 2.026 -0.002 0.044 0.023 -0.091
H 3.841 -3.435 3.471 -0.034 0.059 -0.033 0.101
H 1.693 -4.363 2.647 -0.038 0.068 0.062 0.108
H 0.524 -3.289 0.764 0.031 -0.105 0.014 0.103
H 3.690 -0.440 0.403 0.007 -0.050 0.028 0.109
H 4.790 -1.424 2.389 -0.005 0.008 -0.050 0.101
C -1.913 -1.387 -3.922 -0.012 0.123 -0.150 -0.071
N -1.506 -0.296 -4.788 -0.026 0.011 0.044 -0.184
C -2.372 -0.119 -5.948 -0.146 -0.011 0.065 -0.044
C -0.506 0.569 -4.502 -0.092 0.076 -0.110 -0.700
S 0.214 0.800 -2.983 -0.138 -0.095 -0.061 0.808
N -0.066 1.299 -5.568 0.178 -0.051 0.040 -0.220
C 0.191 0.628 -6.847 0.079 0.095 0.002 -0.049
C 0.741 2.498 -5.368 -0.026 -0.098 -0.059 -0.095
H -1.811 -2.339 -4.446 0.026 -0.011 -0.011 0.103
H -2.960 -1.267 -3.635 0.002 0.026 0.006 0.086
H -1.299 -1.400 -3.038 0.196 -0.016 0.213 0.017
H -3.411 -0.164 -5.613 0.002 -0.025 0.031 0.094
H -2.225 -0.907 -6.689 0.009 0.014 -0.012 0.100
H -2.201 0.848 -6.409 -0.059 -0.036 0.039 0.087
H -0.031 -0.432 -6.773 0.036 0.015 -0.007 0.087
H 1.248 0.734 -7.093 0.027 0.001 0.033 0.098
H -0.394 1.063 -7.659 0.012 0.004 0.003 0.095
H 0.356 3.075 -4.534 -0.034 0.022 0.030 0.063
H 0.680 3.096 -6.279 0.001 -0.029 0.038 0.094
H 1.788 2.256 -5.168 -0.008 -0.028 0.007 0.089
```
Forces are in eV/Å.

Results
**E**: -5701.26286 a.u.
**Total charge**: +1
**Highest occupied orbital energy (spin up / spin down)**: -9.54 / -9.29 eV
**<S²>**: 4.16
**2S+1**: 4

---

(2)
Below is a molecular structure, C18H9BaF6IN4O8S4, with properties calculated with ωB97M-V/def2-TZVPD.

```
51
Properties=species:S:1:pos:R:3:forces:R:3:lowdin_charge:R:1
Ba 0.585 0.517 0.650 4.000 -0.533 -5.775 1.809
O -3.706 0.482 -1.008 0.081 0.165 0.045 0.130
C -2.539 0.181 -0.424 0.010 -0.969 0.161 -0.466
O -1.637 0.991 -0.378 -1.010 0.382 -0.357 -0.151
C -2.421 -1.218 0.151 0.374 0.665 -0.576 -0.283
C -3.512 -1.830 0.708 0.034 -0.366 0.174 -0.065
C -3.232 -3.079 1.346 -0.233 0.151 -0.060 -0.108
C -1.991 -3.613 1.320 0.323 0.046 -0.030 -0.037
C -0.901 -2.925 0.632 -0.533 0.211 -0.365 -0.231
N -1.161 -1.659 0.096 -0.430 -0.135 0.388 0.048
C 0.329 -3.466 0.486 0.338 0.084 0.064 -0.397
O 0.789 -4.535 1.234 -0.099 -0.029 -0.004 0.004
O 1.329 -2.673 -0.091 -0.038 -0.097 0.189 -0.199
H -3.594 1.389 -1.339 -0.073 -0.119 0.027 0.135
H -4.490 -1.375 0.706 -0.002 -0.010 -0.023 0.090
H -4.027 -3.615 1.854 -0.010 0.024 -0.003 0.090
H -1.794 -4.572 1.782 0.049 0.022 0.016 0.099
H 0.969 -4.208 2.128 0.026 -0.013 0.022 0.098
S 3.146 2.097 -0.526 -0.206 -0.021 -0.051 0.332
C 2.713 2.327 -2.206 -0.124 -0.118 -0.197 -0.766
C 3.221 3.452 -2.869 0.071 -0.002 0.174 -0.112
C 2.982 3.740 -4.207 0.369 0.710 -0.054 -0.230
C 3.544 4.952 -4.769 -0.264 -0.584 0.055 -0.204
N 3.997 5.913 -5.217 0.008 0.033 0.034 0.109
C 2.198 2.859 -4.954 -0.320 -0.163 -0.642 -0.229
C 1.673 1.738 -4.327 -0.021 -0.068 0.110 -0.104
C 1.875 1.433 -2.969 0.256 0.241 0.024 -0.757
S 1.127 0.004 -2.338 0.000 -0.029 -0.084 0.414
C 1.906 3.060 -6.358 0.238 0.050 0.516 -0.201
N 1.674 3.195 -7.478 -0.034 0.015 -0.012 0.112
H 3.837 4.139 -2.302 -0.011 -0.039 0.032 0.092
H 1.067 1.058 -4.912 -0.006 -0.018 0.046 0.094
F -3.614 1.476 2.226 -0.212 -0.271 -0.174 0.163
C -2.768 2.488 2.221 0.466 -0.378 -0.156 -0.682
F -2.711 3.053 1.033 -0.164 0.091 -0.312 0.157
F -3.189 3.392 3.090 -0.045 0.206 0.209 0.149
S -1.049 1.940 2.768 0.955 -0.626 1.129 0.641
O -0.071 2.567 1.863 -1.924 0.395 1.572 -0.495
O -1.080 2.307 4.154 0.089 0.194 -0.364 -0.278
N -0.999 0.272 2.554 0.171 0.712 2.092 -0.461
S 0.342 -0.392 3.273 -0.655 0.094 1.198 0.530
O 1.083 -1.304 2.407 -1.087 0.291 1.028 -0.419
O 1.131 0.612 3.934 -0.048 -0.346 0.039 -0.281
C -0.345 -1.507 4.595 -0.023 0.249 -0.227 -0.679
F -1.466 -1.017 5.095 -0.167 0.068 0.112 0.154
F -0.564 -2.719 4.115 -0.090 -0.212 -0.062 0.157
F 0.562 -1.586 5.565 0.141 -0.073 0.153 0.143
I 2.266 -4.554 -2.285 -0.060 -0.055 -0.080 0.569
C 2.482 -3.273 -0.472 -0.281 0.128 -0.073 -0.581
H 2.856 -4.005 0.233 0.114 0.075 0.061 0.040
H 3.178 -2.505 -0.786 0.053 -0.028 0.009 0.058
```
Forces are in eV/Å.

Results
**E**: -4027.52938 a.u.
**Total charge**: -2
**Highest occupied orbital energy**: -1.45 eV
**2S+1**: 1

---

(3)
Below is a molecular structure, C16H32CaO2P2, with properties calculated with ωB97M-V/def2-TZVPD.

```
53
Properties=species:S:1:pos:R:3:forces:R:3:lowdin_charge:R:1
P 0.179 -1.894 -1.800 -0.183 -0.485 0.043 0.898
P 0.311 2.158 -1.261 -0.180 -0.905 -0.824 0.906
C 0.029 -0.302 -2.660 -0.278 -0.045 -0.960 -0.297
C 1.030 0.812 -2.265 0.717 0.578 -0.777 -0.319
H -1.022 0.036 -2.581 0.326 -0.214 0.205 0.086
H 0.203 -0.539 -3.726 -0.190 0.190 0.271 0.093
H 1.918 0.428 -1.729 -0.405 0.141 -0.154 0.070
H 1.401 1.276 -3.195 0.068 -0.326 0.207 0.087
C -0.647 3.230 -2.360 0.179 0.051 -0.287 -0.188
H -1.041 4.132 -1.866 0.208 -0.408 0.096 0.068
H -1.499 2.660 -2.750 0.081 -0.031 0.223 0.051
H -0.016 3.544 -3.203 -0.113 -0.034 0.184 0.054
C 1.647 3.152 -0.544 0.608 0.436 -0.450 -0.206
H 1.868 4.010 -1.216 0.050 -0.474 0.463 0.059
H 2.550 2.519 -0.458 -0.371 0.371 -0.014 0.053
H 1.387 3.572 0.446 -0.148 -0.298 -0.398 0.057
C -0.990 -3.105 -2.437 -0.213 -0.096 -0.874 -0.185
H -1.147 -3.945 -1.738 0.284 0.623 -0.018 0.072
H -0.602 -3.498 -3.389 -0.164 0.101 0.125 0.049
H -1.971 -2.647 -2.612 0.268 -0.065 0.170 0.057
C 1.802 -2.616 -2.110 0.539 -0.043 -1.000 -0.190
H 2.567 -1.827 -2.110 -0.096 -0.290 -0.081 0.048
H 1.744 -3.086 -3.104 0.456 0.131 0.225 0.049
H 2.095 -3.394 -1.381 -0.456 0.494 -0.187 0.071
Ca 1.885 1.080 3.057 -0.052 -0.441 0.658 1.354
C -0.842 1.378 -0.026 -1.309 0.977 2.819 -0.469
C -2.245 1.076 -0.209 0.043 1.232 -0.776 -0.246
C -2.847 -0.238 -0.119 -0.366 -1.841 0.117 -0.254
C -2.276 -1.227 1.030 -1.759 1.451 -0.318 -0.252
C -1.357 -2.207 0.535 1.222 -2.376 -0.669 -0.271
C -0.035 -1.948 -0.031 -0.449 0.424 3.401 -0.498
C 0.754 -0.785 0.687 0.519 -0.862 -0.220 -0.183
C 0.064 0.562 0.966 0.107 0.680 -0.052 -0.246
C 2.017 -1.000 4.132 0.433 0.099 0.018 -0.333
H -0.994 2.346 0.512 0.794 0.108 0.173 0.109
H -2.929 1.936 -0.298 0.594 -0.273 0.226 0.062
H -2.698 -0.786 -1.085 -0.368 -0.447 0.451 0.063
H -3.946 -0.157 0.030 0.569 0.174 -0.238 0.098
H -1.819 -0.633 1.836 -0.745 0.144 -0.068 0.078
H -3.147 -1.748 1.489 0.544 0.320 -0.281 0.107
H -1.611 -3.266 0.636 0.139 0.281 -0.056 0.053
H 0.535 -2.881 0.175 0.102 0.366 -0.312 0.115
H 1.731 -0.608 0.188 -0.163 -0.014 -0.202 0.086
H 1.048 -1.240 1.660 -0.358 0.430 -0.432 0.085
H -0.522 0.448 1.890 0.385 0.423 -0.504 0.072
H 0.910 1.308 1.149 -0.764 -0.524 -0.343 0.017
H 2.907 -1.055 4.783 -0.322 -0.313 -0.080 -0.068
H 1.971 -1.875 3.471 0.079 -0.091 0.357 -0.070
H 1.099 -0.956 4.751 0.437 -0.129 -0.237 -0.040
O -0.253 1.130 3.839 0.175 1.723 1.387 -0.219
C 0.113 1.974 4.732 0.963 -1.181 -1.207 -0.482
O 1.335 2.371 4.827 -1.509 0.069 0.043 -0.239
H -0.646 2.322 5.439 0.075 0.189 0.159 0.128
```
Forces are in eV/Å.

Results
**E**: -2139.35355 a.u.
**Highest occupied orbital energy**: -4.23 eV
**2S+1**: 1

---

(4)
Below is a molecular structure, C19H19F4MoN3O7, with properties calculated with ωB97M-V/def2-TZVPD.

```
53
Properties=species:S:1:pos:R:3:forces:R:3:lowdin_charge:R:1
Mo -0.469 0.016 0.410 -0.167 -0.943 -2.458 1.850
C 1.052 2.044 -2.144 0.055 0.032 -0.212 -0.065
C 1.691 0.684 -2.393 -0.238 0.138 0.101 -0.222
N 1.617 -0.218 -1.223 0.255 -0.033 0.186 -0.213
C 2.936 -0.217 -0.530 -0.038 0.085 -0.055 -0.233
C 3.488 1.127 -0.087 0.135 -0.041 -0.040 -0.086
C 1.357 -1.594 -1.656 -0.080 -0.114 -0.215 -0.211
C 1.060 -2.512 -0.489 -0.226 -0.105 0.008 -0.193
N 0.165 -1.922 0.534 0.749 0.611 0.771 -0.124
C 0.316 -2.525 1.790 -0.366 -0.226 -0.178 -0.160
C 0.177 -1.794 2.970 -0.014 0.073 -0.008 -0.169
F -0.085 -0.475 2.863 0.023 0.060 0.244 0.025
C 0.295 -2.334 4.229 -0.012 -0.033 -0.037 -0.212
F 0.153 -1.531 5.290 0.000 0.004 0.008 0.102
C 0.563 -3.675 4.402 0.001 -0.021 0.001 0.074
C 0.683 -4.435 3.258 0.005 0.029 0.006 -0.213
F 0.911 -5.751 3.358 0.003 -0.016 0.007 0.095
C 0.551 -3.894 1.991 -0.016 0.008 0.015 -0.145
F 0.596 -4.753 0.958 0.005 0.029 -0.036 0.090
H 1.188 2.650 -3.043 -0.047 0.098 0.046 0.084
H -0.019 1.984 -1.941 0.268 -0.092 -0.075 0.041
H 1.518 2.559 -1.306 0.001 -0.015 0.010 0.066
H 1.228 0.192 -3.251 -0.151 0.051 0.083 0.122
H 2.741 0.836 -2.663 0.007 -0.080 -0.061 0.115
H 2.891 -0.902 0.316 -0.153 0.117 0.073 0.111
H 3.662 -0.645 -1.238 -0.024 -0.092 0.036 0.122
H 2.852 1.644 0.620 -0.126 -0.008 0.095 0.051
H 4.450 0.936 0.392 -0.007 0.063 0.006 0.082
H 3.679 1.788 -0.934 0.005 -0.018 0.015 0.069
H 0.510 -1.569 -2.330 0.069 -0.098 0.003 0.099
H 2.213 -2.007 -2.210 0.046 0.040 0.060 0.134
H 0.613 -3.418 -0.901 -0.003 0.005 -0.005 0.122
H 1.988 -2.816 0.002 0.036 -0.016 -0.017 0.114
H 0.659 -4.113 5.384 0.005 -0.002 -0.002 0.137
O -2.734 4.101 1.834 0.010 0.054 -0.016 0.140
C -2.212 2.995 1.300 0.226 -0.334 -0.071 -0.454
O -1.525 2.207 1.890 -0.236 0.182 0.427 0.091
C -2.568 2.783 -0.131 -0.134 0.046 -0.297 -0.158
C -3.388 3.633 -0.842 -0.082 -0.161 -0.340 0.035
C -3.724 3.282 -2.159 -0.005 0.268 0.375 -0.009
C -3.251 2.100 -2.679 0.094 -0.184 0.055 0.037
C -2.418 1.317 -1.884 -0.303 0.081 -0.393 -0.181
N -2.068 1.664 -0.667 0.366 -0.188 0.981 0.114
C -1.864 -0.002 -2.365 0.083 0.092 0.067 -0.562
O -2.131 -0.417 -3.470 0.060 0.016 0.061 0.105
O -1.114 -0.570 -1.480 -0.060 -0.038 0.130 -0.197
H -2.465 4.129 2.765 0.007 -0.013 0.003 0.143
H -3.754 4.527 -0.362 -0.074 0.050 -0.093 0.122
H -4.362 3.917 -2.757 -0.019 0.064 0.070 0.116
H -3.497 1.746 -3.670 0.012 0.024 0.002 0.130
O -2.299 -0.619 1.054 0.171 0.479 0.436 -0.386
O -2.527 -1.210 2.194 -0.072 -0.101 -0.092 -0.110
O 0.671 1.056 0.999 -0.045 0.174 0.321 -0.433
```
Forces are in eV/Å.

Results
**E**: -1893.95855 a.u.
**Highest occupied orbital energy (spin up / spin down)**: -8.17 / -8.14 eV
**<S²>**: 2.01
**2S+1**: 3

---

> The highest 2S+1 belongs to which entry?

C35H48GeMnN3O2S2

---

> Look up the E of the fourth one.

-1893.95855 a.u.